{
  "formula": "C3H5NOS3",
  "method": "ωB97M-V with the def2-TZVPD basis set",
  "symbols": ["C", "C", "C", "H", "H", "H", "H", "H", "N", "O", "S", "S", "S"],
  "xyz": [[-0.18, 1.21, 0.79], [0.14, -0.19, 0.25], [1.49, -0.71, -0.16], [0.67, 2.69, -0.95], [0.77, 1.51, 1.31], [-1.06, 1.17, 1.46], [-2.58, -2.20, -0.53], [0.39, -2.12, -0.70], [-0.77, -1.02, -0.16], [1.42, -1.97, -0.63], [-0.64, 2.44, -0.58], [-2.54, -0.92, -0.07], [2.89, 0.13, -0.03]],
  "mulliken_charge": [-1.077, 1.018, 0.109, 0.158, 0.369, 0.409, 0.176, 0.481, -0.564, -0.544, -0.137, -0.109, -0.289],
  "total_energy_ha": -1441.81972,
  "e_homo_ev": -9.05,
  "smiles": "OC(=S)/C(CS)=N/S",
  "relative_energy_kj_mol": 129.0
}